(1)
Molecular formula: C5H8O2S
Method: DFT, ωB97M-V/def2-TZVPD

* SMILES string: C=C(OC)C(=S)OC
* lowest unoccupied orbital energy: -0.03 eV
* F_max: 1.09 eV Å⁻¹
* total energy: -20243.094 eV
* orbital gap: 8.79 eV

Last columns: bonded neighbours and bond lengths (Å).
Positions of all 16 atoms, in Å:
1 C -0.378 -1.761 -1.510  C2 1.326, H9 1.076, H10 1.080
2 C -0.132 -0.549 -1.032  C1 1.326, O3 1.371, C5 1.509
3 O 0.080 0.495 -1.896  C2 1.371, C4 1.443
4 C 1.432 0.997 -1.841  O3 1.443, H11 1.108, H12 1.126, H13 1.106
5 C -0.197 -0.122 0.413  C2 1.509, S6 1.625, O7 1.320
6 S -0.192 -1.210 1.620  C5 1.625
7 O -0.307 1.189 0.530  C5 1.320, C8 1.435
8 C -0.408 1.704 1.866  O7 1.435, H14 1.083, H15 1.114, H16 1.081
9 H -0.653 -2.612 -0.912  C1 1.076
10 H -0.380 -1.897 -2.581  C1 1.080
11 H 1.542 1.788 -2.608  C4 1.108
12 H 2.160 0.160 -2.037  C4 1.126
13 H 1.660 1.448 -0.857  C4 1.106
14 H -0.638 2.761 1.840  C8 1.083
15 H 0.518 1.462 2.436  C8 1.114
16 H -1.218 1.173 2.347  C8 1.081

(2)
Molecular formula: C4H10S
Method: DFT, ωB97M-V/def2-TZVPD

* total charge: -1
* multiplicity: 2
* lowest unoccupied orbital energy (alpha / beta): 2.34 / 2.33 eV
* expectation value of S²: 0.754
* F_max: 6.47 eV Å⁻¹
* total energy: -15139.992 eV
* orbital gap (alpha / beta): 1.98 / 3.10 eV

Last columns: bonded neighbours and bond lengths (Å).
Positions of all 15 atoms, in Å:
1 C -4.591 0.581 4.193  C2 1.305, H3 1.017, H4 1.128
2 C -4.908 1.826 4.421  C1 1.305, H5 1.132, H6 1.137
3 H -3.886 0.237 3.545  C1 1.017
4 H -5.350 -0.242 4.054  C1 1.128
5 H -4.603 2.458 5.309  C2 1.132
6 H -5.841 2.142 3.854  C2 1.137
7 C 4.107 0.454 -2.576  S8 1.944, H10 1.150, H11 1.088, H12 1.139
8 S 2.247 -0.102 -2.659  C7 1.944, C9 1.832
9 C 2.482 -1.869 -3.082  S8 1.832, H13 1.223, H14 1.131, H15 1.043
10 H 4.540 -0.128 -1.684  C7 1.150
11 H 4.060 1.518 -2.354  C7 1.088
12 H 4.679 -0.001 -3.450  C7 1.139
13 H 1.458 -2.385 -2.656  C9 1.223
14 H 2.318 -2.059 -4.185  C9 1.131
15 H 3.288 -2.429 -2.730  C9 1.043

Please write out number 1 again, unchanged.
Molecular formula: C5H8O2S
Method: DFT, ωB97M-V/def2-TZVPD

* SMILES string: C=C(OC)C(=S)OC
* lowest unoccupied orbital energy: -0.03 eV
* F_max: 1.09 eV Å⁻¹
* total energy: -20243.094 eV
* orbital gap: 8.79 eV

Last columns: bonded neighbours and bond lengths (Å).
Positions of all 16 atoms, in Å:
1 C -0.378 -1.761 -1.510  C2 1.326, H9 1.076, H10 1.080
2 C -0.132 -0.549 -1.032  C1 1.326, O3 1.371, C5 1.509
3 O 0.080 0.495 -1.896  C2 1.371, C4 1.443
4 C 1.432 0.997 -1.841  O3 1.443, H11 1.108, H12 1.126, H13 1.106
5 C -0.197 -0.122 0.413  C2 1.509, S6 1.625, O7 1.320
6 S -0.192 -1.210 1.620  C5 1.625
7 O -0.307 1.189 0.530  C5 1.320, C8 1.435
8 C -0.408 1.704 1.866  O7 1.435, H14 1.083, H15 1.114, H16 1.081
9 H -0.653 -2.612 -0.912  C1 1.076
10 H -0.380 -1.897 -2.581  C1 1.080
11 H 1.542 1.788 -2.608  C4 1.108
12 H 2.160 0.160 -2.037  C4 1.126
13 H 1.660 1.448 -0.857  C4 1.106
14 H -0.638 2.761 1.840  C8 1.083
15 H 0.518 1.462 2.436  C8 1.114
16 H -1.218 1.173 2.347  C8 1.081

Number 2 is which compound? C4H10S

The highest total energy belongs to which entry? C4H10S

Among the records above, which one has the highest F_max? C4H10S